1.
The following is a DFT calculation (wB97M-V/def2-TZVPD) of the molecule C6H11PS in a non-equilibrium geometry.

The geometry in XYZ format:
```
19
Properties=species:S:1:pos:R:3
C -2.6288 1.5559 0.9268
C -2.4844 0.8264 -0.1763
C -1.2831 0.8498 -1.0903
C 0.0229 0.5992 -0.7386
P 1.0433 0.6602 0.7563
S 2.9701 0.8047 -0.1163
C 0.9842 -1.2058 0.9242
C 1.4413 -1.9419 -0.3626
H -3.4536 1.6205 1.5814
H -1.8003 2.0922 1.3481
H -3.3630 0.3092 -0.5654
H -1.5414 0.8941 -2.1804
H 0.8200 0.3687 -1.5495
H 3.1735 2.0466 0.3894
H 1.6317 -1.3988 1.7601
H 0.0597 -1.4319 1.2188
H 2.4094 -1.8645 -0.7403
H 1.2509 -3.1030 -0.2347
H 0.7478 -1.6818 -1.1508
```

Results
E_HOMO = -0.3190 hartree
multiplicity = 1
ΔE to the lowest compared entry with this formula, charge and spin = 1.753 eV
total charge = 0
strongest force on any atom = 5.31 eV Å⁻¹
LUMO level = 0.5449 eV
calculated total energy = -974.67510 a.u.
HOMO-LUMO gap = 0.339 Eh

Okay, here come the natural (NBO) numbers, in e, for every atom:
1 C -0.37
2 C -0.23
3 C -0.21
4 C -0.55
5 P 0.69
6 S -0.33
7 C -0.66
8 C -0.62
9 H 0.20
10 H 0.19
11 H 0.21
12 H 0.21
13 H 0.23
14 H 0.16
15 H 0.22
16 H 0.22
17 H 0.22
18 H 0.21
19 H 0.21



2.
The following is a DFT calculation (wB97M-V/def2-TZVPD) of the molecule C21H25N3O7S2 in a non-equilibrium geometry.

The geometry in XYZ format:
```
58
Properties=species:S:1:pos:R:3
C -6.1001 -3.2502 0.0698
C -4.6959 -3.1257 -0.5154
N -3.7975 -2.3845 0.3423
C -3.1784 -3.0357 1.4756
C -1.8470 -3.6907 1.1192
S -3.7698 -0.7502 0.2166
O -3.4534 -0.1788 1.5067
O -4.9681 -0.2978 -0.4300
C -2.3706 -0.3559 -0.8305
C -1.6882 -1.3171 -1.5465
C -0.4837 -0.9874 -2.1375
C 0.0482 0.2978 -2.0042
C 1.4194 0.5301 -2.4033
C 2.1274 1.6437 -2.1737
C 3.5811 1.6589 -2.3346
O 4.2708 0.7675 -2.7627
O 4.0794 2.8097 -1.8316
C 5.4795 2.8867 -1.6412
C 5.8094 3.5520 -0.3114
O 6.7972 4.2375 -0.1806
N 4.9250 3.4115 0.7151
C 3.8151 2.5733 0.8937
C 3.8634 1.2105 0.6028
C 2.7680 0.4093 0.8736
C 1.6296 0.9556 1.4363
S 0.3263 -0.1661 1.9303
N -0.9418 0.8495 2.2867
O 0.7773 -0.8193 3.1290
O -0.0222 -0.9974 0.8112
C 1.5674 2.3038 1.7276
C 2.6578 3.1113 1.4576
C -0.7126 1.2783 -1.3591
C -1.9153 0.9491 -0.7737
H -6.5174 -2.2563 0.2040
H -6.7358 -3.8151 -0.6070
H -6.0769 -3.7565 1.0317
H -4.7506 -2.5846 -1.4618
H -4.2636 -4.1146 -0.6964
H -3.0177 -2.2648 2.2303
H -3.8721 -3.7789 1.8820
H -1.1264 -2.9363 0.8137
H -1.4547 -4.2085 1.9903
H -1.9750 -4.4135 0.3160
H -2.0707 -2.3236 -1.5958
H 0.0833 -1.7438 -2.6590
H 1.9448 -0.3126 -2.8359
H 1.7103 2.5405 -1.7458
H 5.9306 3.4973 -2.4312
H 5.9193 1.8822 -1.6994
H 5.1013 4.0621 1.4725
H 4.7617 0.7763 0.1925
H 2.7897 -0.6488 0.6689
H -0.9974 0.9811 3.2851
H -1.8377 0.4975 1.9431
H 0.6688 2.7100 2.1623
H 2.6241 4.1654 1.6903
H -0.3420 2.2874 -1.2792
H -2.4934 1.6788 -0.2292
```

Results
E_HOMO = -0.3376 hartree
multiplicity = 1
ΔE to the lowest compared entry with this formula, charge and spin = 0.000 eV
total charge = 0
strongest force on any atom = 1.28 eV Å⁻¹
LUMO level = -0.6343 eV
calculated total energy = -2302.55720 a.u.
HOMO-LUMO gap = 0.314 Eh

Okay, here come the natural (NBO) numbers, in e, for every atom:
1 C -0.62
2 C -0.21
3 N -0.71
4 C -0.22
5 C -0.63
6 S 2.35
7 O -0.98
8 O -0.93
9 C -0.30
10 C -0.20
11 C -0.10
12 C -0.11
13 C -0.09
14 C -0.32
15 C 0.77
16 O -0.60
17 O -0.51
18 C -0.19
19 C 0.66
20 O -0.58
21 N -0.62
22 C 0.16
23 C -0.19
24 C -0.18
25 C -0.34
26 S 2.31
27 N -1.10
28 O -0.94
29 O -0.97
30 C -0.18
31 C -0.23
32 C -0.13
33 C -0.20
34 H 0.23
35 H 0.21
36 H 0.20
37 H 0.22
38 H 0.20
39 H 0.23
40 H 0.19
41 H 0.24
42 H 0.22
43 H 0.19
44 H 0.23
45 H 0.21
46 H 0.23
47 H 0.22
48 H 0.23
49 H 0.24
50 H 0.42
51 H 0.22
52 H 0.24
53 H 0.40
54 H 0.45
55 H 0.24
56 H 0.22
57 H 0.21
58 H 0.24